Formula: C10H18AsIrN4O2PS6
Source: the OMol25 dataset
Level of theory: ωB97M-V/def2-TZVPD

HOMO (spin up / spin down) (eV): -13.31 / -13.21
Spin multiplicity: 2
Energy above the lowest of the compared OMol25 structures with the same formula, charge and spin (kcal per mole): 14.2
Kohn-Sham gap (spin up / spin down) (eV): 6.41 / 5.57
LUMO energy (spin up / spin down) (eV): -6.897 / -7.636
Net charge: +2

Cartesian coordinates (Å):
Ir -0.165204 0.886737 -0.169725
C 3.101182 -0.972982 -0.196711
C 3.056712 0.515805 -0.272203
N 1.968951 1.271133 -0.298985
C 2.286268 2.608761 -0.337216
C 3.604811 2.880420 -0.357502
S 4.488622 1.425537 -0.319278
C 1.172442 3.520242 -0.342226
C 1.213018 4.858197 -0.421549
S -0.361520 5.487912 -0.346507
C -1.035062 3.944485 -0.215464
N -0.110342 2.973689 -0.224784
C -2.507709 3.836261 -0.118723
H 2.106859 -1.371324 -0.346897
H 3.478890 -1.285403 0.779470
H 3.776943 -1.374727 -0.951490
H 4.097168 3.840911 -0.382441
H 2.077842 5.495543 -0.528536
H -2.968536 4.800871 -0.330603
H -2.793607 3.530471 0.880760
H -2.890716 3.101067 -0.815218
S -3.650459 -1.264873 2.643011
As -2.615972 0.298038 1.770840
S -2.485047 0.579240 -0.398235
S -0.414052 0.228369 2.032433
S -3.422622 2.052391 2.758573
N -1.044738 -2.942203 -2.748973
C -0.289925 -3.597293 -1.613659
P -0.620560 -2.464746 -0.211088
O -2.080888 -2.538256 0.004771
O 0.075549 -1.184715 -0.697869
C 0.103082 -3.209338 1.302143
N -0.990755 -3.147191 2.333750
H -0.948458 -3.436273 -3.636368
H -0.714426 -1.979120 -2.858684
H -2.038975 -2.886053 -2.496250
H 0.763116 -3.679911 -1.874887
H -0.717052 -4.580280 -1.432660
H 0.985407 -2.686770 1.660571
H 0.355094 -4.251726 1.105734
H -1.040044 -2.200639 2.728140
H -0.892045 -3.834282 3.079485
H -1.913245 -3.247964 1.865055

Cartesian forces (eV/Å) of the 6 atoms listed first:
Ir 0.67 0.10 -1.05
C 0.09 0.05 0.12
C -0.25 0.06 -0.08
N 0.01 -0.78 0.43
C -0.10 -0.13 -0.05
C 0.40 0.16 0.00

---

Formula: C10H18BN3
Source: the OMol25 dataset
Level of theory: ωB97M-V/def2-TZVPD

HOMO (eV): -7.15
Spin multiplicity: 1
SMILES: CN(C)B(Nc1ccccc1)N(C)C
Energy above the lowest of the compared OMol25 structures with the same formula, charge and spin (kcal per mole): 10.3
Kohn-Sham gap (eV): 7.71
LUMO energy (eV): 0.568

Cartesian coordinates (Å):
C 0.240726 -2.700184 0.772445
N 0.276363 -2.133010 -0.548607
C 0.300274 -3.254666 -1.539945
B -0.108785 -0.834906 -0.800622
N -0.984443 -0.055106 0.685424
C -0.462271 0.954659 1.455100
C -0.810529 1.131974 2.788526
C -0.367192 2.300687 3.510956
C 0.483227 3.204688 2.909648
C 0.853579 2.961180 1.570579
C 0.414002 1.871608 0.863758
N -0.139508 0.045190 -1.919763
C 0.685130 -0.293663 -3.067621
C -0.936829 1.237857 -2.090139
H 1.057299 -3.432687 0.904104
H 0.397918 -1.955663 1.524883
H -0.620872 -3.375761 0.914640
H 1.272720 -3.660766 -1.552746
H -0.558678 -3.893599 -1.078179
H -0.118065 -3.014545 -2.493917
H -1.412031 -0.750450 1.206208
H -1.473406 0.400119 3.284147
H -0.715646 2.405783 4.500432
H 0.892115 3.945792 3.600030
H 1.334855 3.713997 0.943024
H 0.951804 1.653572 -0.087901
H 1.355024 0.613126 -3.325644
H 1.405578 -1.053739 -2.637119
H 0.021270 -0.530452 -3.845129
H -1.370381 1.437716 -1.181499
H -0.245343 2.066391 -2.357866
H -1.617906 0.994859 -2.907207

Cartesian forces (eV/Å) of the 6 atoms listed first:
C 0.91 -1.39 0.17
N 0.24 -1.13 -1.04
C -3.31 0.61 2.37
B -2.78 3.76 2.53
N 2.47 -0.60 -4.00
C 0.07 -0.48 -0.44

---

Formula: C10H18BO2S2Sn
Source: the OMol25 dataset
Level of theory: ωB97M-V/def2-TZVPD

HOMO (eV): -2.75
Spin multiplicity: 1
Energy above the lowest of the compared OMol25 structures with the same formula, charge and spin (kcal per mole): 0.0
Kohn-Sham gap (eV): 5.63
LUMO energy (eV): 2.872
Net charge: -1

Cartesian coordinates (Å):
Sn -0.241322 -0.020600 -0.076041
C 0.625974 1.726909 -4.447381
C 0.624075 0.907549 -3.184403
S -0.809439 1.211646 -2.208370
C 1.609210 0.062340 -2.873259
C 2.831535 -0.131378 -3.726576
S 1.687362 -0.939609 -1.422415
H -0.243983 2.379592 -4.448056
H 0.580486 1.089367 -5.333625
H 1.522788 2.347344 -4.502097
H 2.780626 0.425845 -4.659474
H 2.962991 -1.191509 -3.947437
H 3.707936 0.197922 -3.165863
C 4.530134 2.775292 0.503824
C 3.115761 2.868536 1.071265
C 2.707994 4.342688 1.213559
O 2.194774 2.279125 0.167327
B 1.231667 1.601796 0.862409
O 1.520702 1.621103 2.221228
C 2.870242 2.050807 2.373534
C 3.076253 2.825309 3.673185
C 3.710375 0.766906 2.413519
H 4.588672 3.389176 -0.392866
H 4.776226 1.754364 0.225403
H 5.253951 3.135364 1.233302
H 2.675323 4.782445 0.218222
H 3.407200 4.900371 1.834328
H 1.707971 4.406840 1.635507
H 2.408979 3.679798 3.739561
H 4.108484 3.168588 3.731069
H 2.873451 2.164631 4.513639
H 3.595055 0.231384 1.474819
H 3.317931 0.130979 3.203990
H 4.761850 0.972444 2.599519

Cartesian forces (eV/Å) of the 6 atoms listed first:
Sn 0.00 0.32 0.23
C 0.07 0.02 -0.11
C -0.04 0.05 0.18
S -0.19 -0.12 0.20
C 0.15 0.02 0.14
C -0.12 0.09 0.01

---

Formula: C10H18Cl10N2O2
Source: the OMol25 dataset
Level of theory: ωB97M-V/def2-TZVPD

HOMO (eV): -9.48
Spin multiplicity: 1
Energy above the lowest of the compared OMol25 structures with the same formula, charge and spin (kcal per mole): 25.6
Kohn-Sham gap (eV): 8.83
LUMO energy (eV): -0.646

Cartesian coordinates (Å):
Cl 3.298880 -1.102058 -5.163271
C 1.939089 -0.905698 -4.074540
C 2.348708 0.143206 -2.947137
Cl 3.743851 -0.357571 -2.032339
H 1.888402 -1.927121 -3.697423
H 1.006802 -0.858868 -4.637334
H 1.505612 0.150723 -2.256310
H 2.533238 1.157955 -3.299736
C 2.329352 5.223795 1.499204
O 1.811969 6.183336 0.916697
N 2.399566 3.968167 1.056389
C 3.145358 2.934220 1.766362
C 1.893919 3.526012 -0.274411
H 2.827565 5.325967 2.475700
H 4.173597 2.991981 1.409307
H 2.689748 1.974092 1.524073
H 3.016044 3.064322 2.840817
H 1.514491 4.354453 -0.872596
H 2.712287 3.178681 -0.905081
H 1.107866 2.778001 -0.170947
C -4.929441 0.474054 1.153210
O -5.476665 1.289958 1.853427
N -4.009038 -0.413996 1.496308
C -3.452730 -1.281067 0.475106
C -3.376728 -0.378134 2.860986
H -5.287580 0.319443 0.123629
H -3.497182 -2.316665 0.812225
H -2.404846 -1.146349 0.206975
H -3.940714 -1.194351 -0.495688
H -3.890880 0.370497 3.463738
H -3.396108 -1.319647 3.409863
H -2.341892 -0.086428 2.681756
C -1.730157 -5.169199 -0.915633
Cl -1.581743 -4.644660 0.765351
Cl -3.125938 -6.271294 -0.815596
Cl -2.017364 -3.704221 -1.963990
Cl -0.330323 -6.026975 -1.475076
C 1.383439 -2.089411 0.658931
Cl 2.353189 -3.299678 -0.193664
Cl 2.482699 -0.788767 1.242027
Cl 0.208195 -1.290473 -0.485951
Cl 0.475462 -2.836231 1.984641

Cartesian forces (eV/Å) of the 6 atoms listed first:
Cl 0.60 0.24 -1.17
C 1.05 -0.44 1.19
C -2.11 -0.81 -1.09
Cl 0.59 -0.30 0.20
H -0.15 0.27 0.95
H 0.09 1.19 0.12

---

Formula: C10H18Cl2GdN2S
Source: the OMol25 dataset
Level of theory: ωB97M-V/def2-TZVPD

HOMO (spin up / spin down) (eV): -0.02 / -5.40
Spin multiplicity: 8
Energy above the lowest of the compared OMol25 structures with the same formula, charge and spin (kcal per mole): 70.2
Kohn-Sham gap (spin up / spin down) (eV): 3.10 / 8.30
LUMO energy (spin up / spin down) (eV): 3.080 / 2.903
Net charge: -1

Cartesian coordinates (Å):
Gd -0.145081 0.074624 -0.396684
Cl 0.794387 2.122257 -1.525926
Cl -0.868420 -2.362108 -0.218069
C 1.320802 -1.008290 -2.791119
H 0.417620 -1.624418 -2.884428
H 1.661884 -0.467623 -3.681125
C 0.989905 0.038577 1.537048
C 2.101059 -1.046872 -1.681089
H 0.675451 0.513249 2.496572
C 3.416641 -0.311235 -1.605674
H 1.877689 -1.746062 -0.849901
C 4.109410 -0.482913 -0.241110
H 4.096632 -0.667650 -2.402128
H 3.239200 0.758117 -1.825260
C 3.449914 0.317130 0.895918
H 4.156915 -1.550444 0.009706
H 5.140660 -0.126708 -0.335917
C 2.380098 -0.467948 1.690801
H 4.244549 0.597968 1.596906
H 3.021937 1.240633 0.490493
H 2.294067 -1.509532 1.333269
H 2.713632 -0.530758 2.748779
S -1.770643 1.706239 1.145024
C -3.138788 0.748657 0.854411
N -3.621551 0.346559 -0.355765
C -4.910890 -0.321707 -0.251334
C -5.147225 -0.379087 1.259619
N -3.971477 0.281759 1.789455
H -3.249638 0.710712 -1.234990
H -4.862359 -1.321810 -0.688238
H -5.694266 0.245606 -0.761032
H -5.223672 -1.410414 1.614378
H -6.055297 0.158305 1.547757
H -3.801501 0.462036 2.788655

Cartesian forces (eV/Å) of the 6 atoms listed first:
Gd -1.10 0.28 -0.05
Cl 0.48 0.91 -0.61
Cl -0.25 -0.86 -0.15
C 0.68 -0.65 0.79
H 0.29 0.26 0.12
H -0.35 0.11 0.47

---

Formula: C10H18INO
Source: the OMol25 dataset
Level of theory: ωB97M-V/def2-TZVPD

HOMO (eV): -8.68
Spin multiplicity: 1
SMILES: C[C@H]1CC[C@H]2O[C@@](C)(NI)C[C@H]2C1
Energy above the lowest of the compared OMol25 structures with the same formula, charge and spin (kcal per mole): 26.7
Kohn-Sham gap (eV): 8.97
LUMO energy (eV): 0.290

Cartesian coordinates (Å):
C -3.135208 0.226436 -1.463509
C -1.642174 0.002441 -1.562452
C -0.920727 1.339633 -1.505731
C 0.637477 1.118609 -1.629450
C 1.198247 0.217217 -0.550570
O 1.081585 0.816308 0.820939
C 1.372281 -0.208254 1.668949
C 2.898521 -0.338632 1.967101
N 0.705001 0.143366 3.049214
I -1.141482 1.026496 2.858783
C 0.677231 -1.477825 1.069147
C 0.355058 -1.051194 -0.369341
C -1.244478 -0.862162 -0.432588
H -3.471466 0.992759 -0.744938
H -3.686488 -0.723903 -1.520624
H -3.486246 0.706711 -2.363144
H -1.231249 -0.373711 -2.512543
H -1.267786 1.806548 -0.510520
H -1.132996 2.021369 -2.403530
H 0.894876 0.759213 -2.544093
H 0.894278 2.195219 -1.707169
H 2.226369 -0.197183 -0.698806
H 3.376530 0.603286 1.894741
H 3.567882 -0.934089 1.418009
H 3.152479 -0.610213 2.977533
H 1.338053 0.868170 3.428861
H -0.250708 -1.649756 1.510963
H 1.113603 -2.433331 1.051211
H 0.600442 -1.750569 -1.143631
H -1.790461 -1.840228 -0.418135
H -1.688443 -0.392730 0.365323

Cartesian forces (eV/Å) of the 6 atoms listed first:
C -0.76 0.08 -1.87
C -0.11 0.96 -1.16
C 0.39 0.30 0.34
C -1.87 2.87 3.03
C -0.76 0.02 1.25
O 0.73 0.34 -2.95